# 1
C39H44FN8O9SSiY | ωB97M-V with the def2-TZVPD basis set

ORCA input file:
```
! RIJCOSX wB97M-V def2-TZVPD def2/J DEFGRID3
* xyz -2 1
Y 0.032 0.319 -0.209
S -0.434 -2.912 -1.090
Si -1.533 2.342 1.293
F 3.995 4.660 3.735
O 2.927 -1.205 2.949
O 0.746 -2.119 -0.711
O 1.622 2.374 0.004
O 0.074 -3.393 5.730
O 2.029 -2.550 5.124
O 1.456 0.571 -2.063
O -0.428 -4.308 -0.731
O 1.985 -0.119 1.239
O 3.051 0.746 -3.632
N -0.705 -2.690 -7.033
N -1.537 -1.414 2.474
N 5.347 3.202 -1.375
N -3.654 -1.497 0.332
N -2.320 0.381 -2.743
N -0.433 -0.911 1.928
N -1.599 -2.114 -0.373
N -3.500 -2.875 -1.601
C 0.007 4.329 2.802
C 5.501 4.773 1.945
C 6.704 3.440 -1.889
C 0.088 -2.080 3.781
C 7.648 2.317 -1.465
C -2.928 -2.182 -0.594
C 3.752 3.250 0.424
C 0.574 -1.301 2.695
C 0.193 1.975 3.538
C -3.232 1.648 1.863
C -1.381 -3.700 -4.923
C 0.283 -1.956 -3.546
C 2.772 2.504 -0.401
C 2.537 1.025 -2.543
C 3.286 1.989 -1.647
C 0.220 -1.905 -4.928
C -0.997 4.689 -0.363
C 5.871 4.427 0.666
C 7.176 4.812 -1.433
C -4.802 -2.712 -1.781
C 1.944 -0.847 2.264
C -2.158 3.911 0.279
C 3.417 3.585 1.735
C 4.513 2.382 -2.061
C -1.850 3.277 4.069
C 4.294 4.329 2.467
C -1.271 -2.130 3.567
C -1.321 -3.757 -3.544
C 7.190 4.892 0.089
C -0.631 -2.753 -5.624
C 0.740 -2.738 4.949
C 4.995 3.628 -0.096
C -0.785 3.026 2.994
C -5.602 -1.923 -0.966
C -3.025 4.885 1.088
C -3.037 3.378 -0.863
C -0.504 -2.866 -2.853
C -4.953 -1.360 0.119
C -1.535 0.402 -1.888
H -2.585 4.027 3.749
H 8.665 2.514 -1.816
H 8.167 5.007 -1.843
H -3.405 4.225 -1.472
H -1.394 5.433 -1.075
H 8.007 4.281 0.484
H -6.658 -1.780 -1.150
H 7.663 2.209 -0.379
H 0.714 4.255 1.969
H -3.720 1.140 1.019
H -2.396 2.362 4.323
H -0.330 1.053 3.823
H 6.154 5.390 2.555
H -3.395 5.694 0.430
H -5.497 -0.781 0.861
H 6.493 5.566 -1.835
H -5.238 -3.255 -2.620
H -0.395 5.227 0.374
H -3.903 4.384 1.513
H -2.498 2.702 -1.526
H -2.480 5.357 1.910
H -0.643 5.183 2.600
H 0.582 4.561 3.717
H -1.897 -4.488 -2.994
H 2.476 3.239 2.145
H -0.327 4.022 -0.914
H 0.934 -1.273 -3.018
H -2.041 -2.622 4.143
H 0.824 -1.175 -5.460
H -0.429 -1.793 -7.396
H -1.371 3.646 4.995
H 0.708 2.354 4.438
H -3.100 0.896 2.656
H 7.312 1.369 -1.886
H 4.871 2.010 -3.016
H 2.430 -1.940 4.405
H -3.913 2.832 -0.488
H -2.407 -1.336 1.940
H -1.606 -2.956 -7.393
H 6.623 3.436 -2.973
H 0.954 1.701 2.799
H 7.384 5.916 0.414
H -2.024 -4.386 -5.469
H -3.912 2.420 2.248
*
```

LUMO level: 3.4 eV
gap between HOMO and LUMO: 0.2009 Eh
ΔE to the lowest compared entry with this formula, charge and spin: 98.8 kJ/mol



# 2
C39H44N3O4Re | ωB97M-V with the def2-TZVPD basis set

ORCA input file:
```
! RIJCOSX wB97M-V def2-TZVPD def2/J DEFGRID3
* xyz 1 4
Re 0.693 -0.496 0.052
O -0.648 -1.816 -0.687
O 3.197 0.126 -3.203
O -0.881 0.601 0.414
O 2.696 -1.004 3.606
N 2.767 -0.796 0.128
N 1.151 -0.379 1.997
N 1.342 -0.209 -1.857
C -1.201 1.888 -3.526
C -4.015 -0.511 -1.123
C -2.663 -0.552 -0.705
C -2.356 -2.558 2.576
C -1.744 0.999 -4.441
C -2.132 0.552 -0.001
C 5.460 -1.138 0.253
C 1.708 -2.626 -3.656
C 0.374 -2.102 -4.178
C 1.753 3.146 -2.627
C -4.802 0.573 -0.855
C -2.592 -3.051 -1.127
C -1.582 1.036 4.850
C 3.489 -0.655 -0.983
C 0.557 2.558 -1.861
C -2.972 1.624 0.332
C 4.697 -1.213 1.418
C 0.369 1.396 3.475
C -0.131 1.518 -2.728
C 2.674 -0.209 -2.165
C -0.128 -0.700 -3.792
C -0.372 -3.146 4.019
C 0.894 3.438 2.130
C -1.190 -0.255 -4.586
C 2.380 -0.832 2.459
C 3.341 -1.010 1.315
C -0.688 -3.174 -3.916
C -1.906 -1.751 -0.858
C 1.473 2.318 2.998
C -0.922 -2.189 2.957
C 0.358 0.197 -2.828
C -1.696 -0.258 4.372
C -0.558 1.853 4.404
C -4.274 1.635 -0.102
C 0.223 0.093 2.998
C -0.799 -0.754 3.432
C 2.291 2.872 4.164
C 4.859 -0.822 -0.958
C -0.355 3.693 -1.411
H -2.790 -1.831 1.885
H 0.938 2.073 -0.955
H 1.693 -2.774 -2.573
H 6.531 -1.285 0.302
H -2.572 1.303 -5.068
H 0.662 -2.904 4.267
H -5.825 0.607 -1.198
H -4.424 -1.345 -1.675
H 2.538 -1.983 -3.928
H -0.961 -3.074 4.935
H -2.380 -3.547 2.114
H 1.678 3.498 4.815
H -0.439 -4.085 -4.461
H -4.906 2.477 0.149
H -0.415 -4.179 3.669
H 0.217 4.068 2.710
H -1.573 -0.916 -5.354
H 5.132 -1.388 2.392
H 0.331 3.027 1.289
H 2.293 3.856 -1.999
H 1.690 4.074 1.738
H 0.191 4.338 -0.722
H -0.474 2.862 4.787
H -3.014 -3.058 -2.132
H 2.707 2.065 4.768
H -1.884 -3.868 -1.033
H 5.420 -0.687 -1.872
H 1.886 -3.603 -4.108
H -0.666 4.322 -2.247
H 1.387 3.682 -3.505
H -1.250 3.330 -0.905
H 2.156 1.744 2.367
H -2.561 2.426 0.930
H -1.610 2.887 -3.454
H 2.443 2.378 -2.971
H 3.112 3.488 3.794
H -2.491 -0.893 4.741
H -1.685 -2.860 -4.225
H 0.485 -2.029 -5.264
H -0.705 -3.424 -2.857
H -3.003 -2.598 3.453
H -0.302 -2.312 2.064
H -3.409 -3.182 -0.418
H -2.291 1.407 5.579
*
```

LUMO level (alpha / beta): -4.3 / -4.5 eV
gap between HOMO and LUMO (alpha / beta): 0.2521 / 0.2525 Eh



# 3
C39H45AsBrF4N7O3PS3V | ωB97M-V with the def2-TZVPD basis set

ORCA input file:
```
! RIJCOSX wB97M-V def2-TZVPD def2/J DEFGRID3
* xyz 1 4
Br -0.802 -2.418 1.010
As -1.195 1.129 -3.287
V -0.621 -0.367 -1.504
S -4.171 -3.204 -1.534
S -2.997 2.746 0.729
S 1.740 -1.065 -2.208
P -1.412 0.327 2.651
F -0.219 -4.681 2.914
F -1.241 -0.133 5.686
F -0.655 -2.406 7.030
F -0.127 -4.703 5.645
O 0.493 -1.868 -2.245
O 2.672 -1.539 -1.224
O 1.360 0.345 -2.068
N 3.228 -0.499 1.619
N -2.347 -1.398 -1.533
N 3.456 1.377 0.290
N -0.335 2.500 0.062
N -1.791 -3.280 -2.820
N 1.336 0.521 0.689
N -1.809 0.785 -0.428
C -0.462 1.588 3.574
C 1.070 3.563 4.799
C -0.113 3.895 4.161
C -2.598 -2.597 -1.996
C 2.423 -1.312 -3.834
C -5.234 -0.804 3.306
C 0.140 2.417 -3.904
C -0.442 -3.562 3.603
C 2.641 -1.796 1.833
C 4.011 -2.334 -5.296
C 3.596 -2.020 -4.012
C -5.017 1.278 4.473
C -3.406 -0.889 -0.811
C -3.924 1.347 0.314
C -0.670 -2.404 5.699
C 4.671 0.929 -0.361
C -0.956 -1.238 4.997
C 3.273 -1.933 -6.406
C -0.871 2.918 3.543
C -0.964 -1.196 3.607
C 1.512 2.250 4.782
C -4.477 -1.716 -0.707
C -3.676 1.344 4.128
C 0.765 1.272 4.153
C 2.100 -1.212 -6.202
C -0.714 -2.381 2.921
C 4.373 -0.188 2.438
C -2.638 2.445 -3.009
C 2.889 2.577 -0.288
C -3.122 0.352 3.333
C -5.796 0.206 4.074
C -0.408 -3.579 4.995
C -3.128 0.418 -0.274
C 1.671 -0.913 -4.921
C 3.735 -2.251 -7.792
C -1.557 1.966 0.084
C 2.620 0.438 0.830
C -3.913 -0.719 2.916
C -1.939 0.431 -4.987
H 1.126 1.961 -3.913
H -2.943 0.060 -4.767
H -0.454 4.918 4.142
H -1.786 3.191 3.035
H 2.341 2.359 -1.212
H 2.444 1.986 5.259
H -3.483 -1.490 2.287
H 1.860 -1.792 2.604
H 4.156 -2.330 -3.144
H -5.456 2.063 5.069
H 0.853 -0.148 1.281
H 4.308 -3.173 -7.815
H 2.218 3.040 0.432
H -4.967 1.305 0.544
H 2.241 -2.172 0.891
H -5.414 -1.571 -0.214
H 5.231 -0.819 2.188
H 1.654 4.325 5.291
H -5.830 -1.655 3.005
H 0.149 3.245 -3.190
H 4.858 -0.114 -0.133
H -1.355 -0.390 -5.404
H -0.189 3.327 0.623
H 4.633 0.859 2.313
H 4.576 1.009 -1.448
H -0.821 -2.968 -2.857
H -0.110 2.795 -4.899
H 3.704 3.270 -0.497
H 0.422 1.750 0.140
H 1.132 0.254 4.136
H -2.015 1.238 -5.722
H -6.838 0.153 4.354
H 1.512 -0.903 -7.053
H -2.354 3.146 -2.222
H -2.818 3.008 -3.930
H 5.523 1.531 -0.037
H 4.381 -1.451 -8.150
H -3.074 2.163 4.487
H 0.753 -0.361 -4.752
H -1.984 -4.257 -2.966
H 4.920 -2.897 -5.442
H -3.564 1.941 -2.725
H 4.112 -0.357 3.489
H 2.894 -2.338 -8.475
H 3.429 -2.473 2.157
*
```

LUMO level (alpha / beta): -2.1 / -2.0 eV
gap between HOMO and LUMO (alpha / beta): 0.2846 / 0.3019 Eh
ΔE to the lowest compared entry with this formula, charge and spin: 67.6 kJ/mol



Number 1: molecular weight 936.9 g mol⁻¹. Number 2: molecular weight 805.0 g mol⁻¹. Number 3: molecular weight 1068.8 g mol⁻¹.